[1]
101
Properties=species:S:1:pos:R:3:forces:R:3 method="wB97M-V/def2-TZVPD" charge=+1 gap_ev=8.2 fmax_ev_per_a=1.739 e_lumo_ev=-2.58
S 0.0659 -2.2245 0.1861 -0.4 -0.1 -0.1
P -0.6235 -0.4727 -4.7871 0.8 -0.5 -0.7
P -0.2364 -1.5444 -1.5716 1.3 0.0 1.2
O -4.2565 -1.9196 1.7786 0.1 -0.1 -0.4
O 7.6833 -2.1066 2.1185 0.1 0.1 0.1
O -7.1936 -3.2753 5.2006 -0.1 0.0 0.0
O 9.5128 3.2586 -0.3029 0.0 0.0 0.0
O 1.1132 2.0028 -3.4991 -0.2 -0.2 -0.1
O 3.8880 0.0854 -0.2187 0.0 0.1 0.0
O 0.1094 -1.6706 -5.2240 0.1 0.0 0.2
O -6.9013 1.9610 -1.4828 0.0 0.0 -0.2
N 3.2972 2.0575 -3.0113 -0.2 0.0 -0.1
N -8.9508 -4.2815 6.1638 0.0 0.0 -0.1
N -8.8229 2.4630 -2.5249 0.0 0.0 0.0
N 4.5387 -2.0213 0.1627 0.0 0.0 0.1
N -5.5318 -0.1805 1.1862 0.0 -0.1 0.0
N -2.2331 -0.8081 -4.3331 0.1 0.7 -0.1
N 8.5115 5.1752 -0.9026 -0.1 0.0 0.0
N -3.9849 -1.4954 -2.9404 -0.1 0.0 0.1
N -2.8469 -1.9909 -1.1338 -0.9 -0.3 0.5
N 9.3612 -0.9922 3.1158 0.0 -0.1 0.0
N -1.9395 -1.5663 -2.0584 0.2 0.1 -0.2
C 4.7110 2.2689 -3.2625 -0.1 -0.1 0.3
C -8.2041 -3.9510 5.0811 0.0 0.0 0.0
C 2.5878 2.6578 -5.2729 -0.1 0.0 0.0
C 5.0397 -3.1656 0.9102 -0.3 0.0 -0.3
C -2.6947 -1.2615 -3.1566 0.0 -0.2 0.1
C -8.6729 -4.4528 3.7334 0.1 0.0 0.0
C -5.8295 -1.1512 3.4159 0.2 0.0 -0.1
C 4.3362 -0.7502 0.5681 -0.1 0.0 -0.1
C -9.6797 3.1434 -3.4797 -0.1 -0.2 0.2
C 7.4373 6.1463 -0.9660 0.2 0.0 -0.1
C -6.7683 3.5986 -3.2239 0.1 0.0 0.0
C 10.7086 -0.7944 3.6182 -0.2 0.2 0.0
C -7.4902 2.6090 -2.3401 0.0 0.0 0.0
C 8.5259 3.9721 -0.2679 0.0 -0.1 0.0
C -4.0371 -1.9332 -1.6893 -0.3 0.0 -0.1
C 2.2724 2.2126 -3.8661 0.2 0.1 0.2
C 7.2733 3.5645 0.4758 0.0 0.0 0.0
C 9.7690 -3.2609 2.2959 -0.1 0.0 -0.1
C 4.6728 -0.4081 1.9945 0.0 0.1 0.0
C -6.5506 0.8490 1.3066 0.1 -0.1 0.0
C -10.1680 -5.0692 6.2132 0.1 0.1 0.2
C -5.1473 -1.1202 2.0772 0.1 0.0 0.0
C 8.8492 -2.0800 2.4965 0.0 -0.1 0.0
H 5.2547 1.3439 -3.0710 0.1 0.0 0.0
H -7.2915 0.7224 0.5234 -0.1 0.1 0.0
H 10.1272 -3.6411 3.2529 0.1 0.0 0.0
H 4.8869 2.5796 -4.2865 0.0 0.0 0.0
H -7.1665 4.6042 -3.0882 0.0 0.0 -0.1
H 5.0843 3.0365 -2.5839 0.1 0.0 -0.1
H -5.7183 3.5979 -2.9480 0.0 0.0 0.0
H -6.0972 1.8311 1.1837 -0.1 0.0 0.0
H 9.2118 -4.0447 1.7925 0.0 0.0 0.0
H -9.1036 3.8369 -4.0821 0.0 0.0 0.0
H -10.4593 3.6991 -2.9580 0.0 0.1 0.0
H -9.2469 1.7910 -1.9046 0.0 0.0 0.0
H -2.6676 -2.2859 -0.1702 0.5 0.3 0.0
H 10.6868 -0.6038 4.6919 0.1 0.0 0.0
H 0.4539 -2.2162 -2.5876 -0.5 0.1 -0.4
H 8.7005 -0.2406 3.2301 0.0 0.0 0.0
H -4.9339 -2.2136 -1.1489 0.2 0.0 0.0
H 7.7578 7.0976 -0.5387 -0.1 0.0 0.0
H -2.9580 -0.6480 -5.0245 0.0 -0.1 0.2
H 11.3161 -1.6733 3.4337 0.0 0.0 0.0
H 6.4221 3.4956 -0.2029 0.0 0.1 0.0
H -8.5847 -3.9186 7.0302 0.0 0.0 0.0
H 11.1727 0.0594 3.1240 0.1 0.0 0.0
H 4.2914 -2.1688 -0.8032 0.0 0.0 0.0
H -5.6759 -0.2064 3.9392 -0.1 0.0 0.0
H 0.1132 -0.1974 -1.6993 -0.3 0.1 -0.3
H 7.1419 6.3205 -2.0023 -0.1 0.0 0.0
H 7.0416 4.2804 1.2654 -0.1 0.0 0.0
H -8.7021 -5.5424 3.7123 -0.1 0.0 0.0
H 4.2753 -3.9457 0.8987 0.1 -0.1 0.1
H 1.6569 2.7402 -5.8261 0.0 0.0 0.0
H 7.4400 2.5893 0.9187 0.1 -0.1 0.0
H -10.4504 -5.3972 5.2187 0.0 0.0 0.0
H -10.0247 -5.9488 6.8421 0.0 0.0 0.0
H -6.8600 3.3206 -4.2742 0.0 0.1 0.0
H -7.0342 0.7982 2.2770 0.1 -0.1 0.0
H 10.6252 -2.9848 1.6801 0.0 0.0 0.1
H 5.2733 -2.9052 1.9347 0.0 0.1 0.0
H -10.1574 2.4196 -4.1409 0.0 0.0 -0.1
H -6.8979 -1.3279 3.3036 0.0 0.1 0.1
H 9.3745 5.3882 -1.3780 0.0 0.0 0.0
H 5.7309 -0.5918 2.1855 0.0 -0.1 0.1
H -10.9850 -4.4791 6.6305 -0.1 0.0 -0.1
H 3.2341 1.9354 -5.7721 0.1 0.1 0.0
H 4.0777 -1.0061 2.6856 0.1 0.0 0.0
H -0.7913 0.4919 -5.7854 -0.3 0.1 0.1
H -5.0076 -0.2178 0.3276 -0.1 0.2 0.0
H -9.6654 -4.0673 3.4976 0.0 -0.1 0.0
H 3.0293 1.7588 -2.0825 0.1 -0.1 0.0
H 5.9420 -3.5511 0.4395 0.1 0.0 0.1
H 3.0796 3.6304 -5.2702 0.1 0.0 0.0
H -5.4147 -1.9566 4.0094 0.0 0.0 0.0
H 6.5726 5.7939 -0.4138 0.0 0.0 0.0
H -0.0583 0.2048 -3.7040 -0.3 0.1 0.0
H -7.9705 -4.1069 2.9807 0.0 0.0 0.0
H 4.4477 0.6425 2.1547 0.0 0.0 0.0

=====

[2]
27
Properties=species:S:1:pos:R:3:forces:R:3 method="wB97M-V/def2-TZVPD" gap_ev="8.6 / 5.4" e_above_lowest_ev=2.805 fmax_ev_per_a=5.282 e_lumo_ev="0.06 / -0.98"
I -2.6702 1.1909 0.4874 0.3 -0.5 0.2
O 2.7986 2.6426 0.1376 0.1 -1.0 -0.4
C -2.5508 -0.7086 1.4041 -1.7 1.0 -0.3
C 3.3414 3.4842 -0.8257 -3.4 -0.1 -4.1
C 0.6540 -0.7984 -0.8004 -1.1 -2.5 0.0
C -3.6755 -1.0765 2.3740 1.2 2.2 1.0
C 1.4007 0.9231 0.7894 0.9 0.0 -0.7
C -0.8689 -3.1226 -0.8350 -1.6 3.7 -1.1
C -0.1490 -2.0028 -0.9358 0.5 0.2 0.6
C 2.1972 0.8600 -1.5496 1.1 2.0 1.6
C 1.5435 -0.3000 -1.8208 -1.1 -0.1 1.8
C 2.1986 1.4818 -0.2583 -1.4 -0.5 0.4
C 0.6136 -0.1440 0.5044 -0.4 -1.0 -0.5
C -3.5575 -1.7189 1.0542 -0.7 -1.0 -3.0
H 2.5921 4.3250 -1.0481 0.9 -1.0 0.3
H -3.2084 -2.7343 1.1847 0.0 -0.3 -0.4
H -0.0379 -0.5054 1.3285 0.5 -0.1 -1.0
H 3.5405 3.0116 -1.8913 -0.1 0.7 2.4
H -4.2416 -1.6043 0.0989 1.3 0.0 2.3
H -3.1753 -1.6323 3.1646 -1.0 -0.1 0.3
H -1.9923 -3.0237 -1.1292 1.9 -0.3 0.3
H 1.4626 1.2523 1.8323 0.0 0.4 -0.6
H -0.6476 -4.0432 -0.3767 0.8 -1.0 0.4
H -4.3409 -0.2129 2.6278 0.5 -1.3 -0.1
H 4.1683 3.8992 -0.4283 3.0 1.3 1.1
H 2.7910 1.2963 -2.3313 0.2 0.0 -0.1
H 1.8141 -0.7391 -2.7574 -0.7 -0.7 -0.3

=====

[3]
12
Properties=species:S:1:pos:R:3:forces:R:3 method="wB97M-V/def2-TZVPD" gap_ev=8.0 e_above_lowest_ev=3.925 fmax_ev_per_a=6.734 e_lumo_ev=0.11
S -1.5675 2.0104 -1.9467 3.1 0.2 -0.7
O 0.0179 -0.1354 -0.6715 1.0 -0.5 2.3
N 1.7231 -1.6223 0.1584 0.6 0.4 -5.1
N -1.8665 1.2916 -0.4356 -0.7 1.7 -1.0
N 0.3613 -0.5427 1.6482 -0.7 0.8 -2.0
N -0.7187 0.2275 1.4022 -5.3 3.8 -1.8
C -0.9766 0.5424 -0.0341 2.1 -2.3 4.9
C 0.7099 -0.7345 0.4323 2.0 -2.5 0.4
H 1.8867 -1.2859 -1.0868 -0.1 -2.7 4.9
H -1.3449 0.8008 2.0294 1.7 -1.4 -0.4
H 0.1469 2.1001 -2.0286 -3.8 -0.3 0.3
H 1.6283 -2.6520 0.5328 0.0 2.8 -1.7

=====

[4]
71
Properties=species:S:1:pos:R:3:forces:R:3 method="wB97M-V/def2-TZVPD" charge=+3 gap_ev=8.5 fmax_ev_per_a=0.260 e_lumo_ev=-7.57
In -0.4208 0.2358 -0.4801 0.1 0.0 0.0
Cl 0.9633 -2.7468 -1.2679 -0.1 0.0 0.1
Cl 4.3881 0.6249 2.6676 0.0 0.0 0.0
Cl 5.0345 -2.3908 2.2462 0.0 0.0 0.0
Cl 3.3468 -4.0737 0.2402 0.0 0.0 0.0
Cl 1.8495 1.8656 1.3268 0.0 0.0 0.0
S -1.5247 2.3963 -0.0388 -0.1 0.0 0.0
S -1.1955 0.2561 2.5978 0.0 0.0 0.0
N -2.2043 4.5194 -3.2354 0.0 0.0 0.0
N -2.1507 -1.2515 -0.1645 0.0 0.0 0.0
N -0.2380 0.3080 -2.6867 0.0 0.0 0.0
N -3.3197 1.2348 -2.5103 0.0 0.0 0.0
N -1.6657 4.2329 -2.0246 0.0 0.0 0.0
N 0.3151 -1.7663 3.4912 0.2 -0.2 0.0
N -2.7302 2.4981 -2.5681 0.0 0.0 0.0
N 0.8625 0.3590 4.2457 0.1 0.0 0.0
N -0.1755 -0.1623 -4.8388 0.0 0.0 0.0
N -1.9870 -3.3514 2.9103 0.0 -0.2 -0.1
C 1.1227 2.4524 -2.8279 0.0 0.0 0.0
C 0.0807 -0.4481 3.4767 -0.3 0.0 0.0
C 0.5053 1.0414 -4.7002 0.0 0.0 0.0
C 1.6281 -3.7118 4.0880 0.0 0.0 0.0
C -3.6420 3.2589 -4.8101 0.0 0.0 0.0
C -2.8630 3.4547 -3.5672 0.0 0.0 0.0
C 3.6971 -1.6856 1.4528 0.0 0.0 0.0
C 1.1485 1.8619 -5.6229 0.0 0.0 0.0
C -1.8068 -2.4663 0.6251 0.1 0.0 0.0
C 3.3779 -0.3418 1.6779 0.0 0.0 0.0
C 1.8329 -1.8498 -0.0522 0.0 0.0 0.0
C 0.4711 1.3276 -3.3371 0.0 0.0 0.0
C 2.1935 -1.4163 4.9331 0.0 0.0 0.1
C 2.2461 0.1958 1.0735 0.0 0.1 0.0
C 1.3690 -2.2446 4.1733 0.0 0.0 0.0
C 1.4322 -0.5552 0.2359 0.0 0.0 -0.1
C 2.6130 0.9257 5.8322 0.1 0.0 0.0
C 1.7692 2.9815 -5.1132 0.0 0.0 0.0
C -1.9561 3.0179 -1.5893 0.0 0.0 0.0
C -0.5767 -0.5560 -3.6252 0.0 0.0 0.0
C -2.7648 -2.7334 1.7881 0.0 0.0 0.0
C 1.7642 3.2678 -3.7357 0.0 0.0 0.0
C 2.9338 -2.4458 0.5622 0.0 0.0 0.0
C 1.8980 -0.0759 4.9996 0.0 0.0 0.0
H -3.2110 0.7989 -3.4205 0.0 0.0 0.0
H -4.3145 1.3517 -2.3315 0.0 0.0 0.0
H -3.1692 -1.8041 2.1792 0.0 0.0 0.0
H -2.6524 -1.4964 -1.0130 0.0 0.0 0.0
H 2.2969 -4.0500 4.8753 0.0 0.0 0.0
H -2.5569 -3.4266 3.7546 0.0 0.0 0.0
H -3.2225 2.4549 -5.4175 0.0 0.0 0.0
H -0.8040 -2.3304 1.0312 0.0 0.0 0.0
H 3.3533 0.4436 6.4642 0.0 0.0 0.0
H 3.0181 -1.8216 5.4998 0.0 0.0 0.0
H 0.6982 -4.2772 4.1493 0.0 0.0 0.0
H -4.6839 3.0236 -4.5890 0.0 0.0 0.0
H -2.7782 -0.6533 0.3697 0.0 0.0 0.0
H -1.0979 -1.4857 -3.4606 0.0 0.0 0.0
H 3.1183 1.6495 5.1881 0.0 0.0 0.0
H -1.7720 -3.3130 -0.0565 0.0 0.0 0.0
H 2.0969 -3.9372 3.1259 0.0 0.0 0.0
H -1.6802 -4.2962 2.6699 -0.1 0.0 0.0
H 1.1520 2.6650 -1.7649 0.0 0.0 0.0
H 0.6241 1.3446 4.2439 0.0 0.0 0.0
H -1.1128 -2.7834 3.1255 0.0 0.2 0.0
H 2.2898 3.6496 -5.7853 0.0 0.0 0.0
H -3.6088 4.1799 -5.3864 0.0 0.0 0.0
H -1.1119 4.9277 -1.5433 0.0 0.0 0.0
H -3.5812 -3.4066 1.5334 0.0 0.0 0.0
H 1.1744 1.6302 -6.6789 0.0 0.0 0.0
H 2.2941 4.1428 -3.3846 0.0 0.0 0.0
H 1.9083 1.4689 6.4641 0.0 0.0 0.0
H -0.2890 -0.6921 -5.6903 0.0 0.0 0.0

=====

[5]
63
Properties=species:S:1:pos:R:3:forces:R:3 method="wB97M-V/def2-TZVPD" charge=-1 gap_ev=5.1 e_above_lowest_ev=0.215 fmax_ev_per_a=3.377 e_lumo_ev=2.02
Br 1.3668 9.0182 0.8875 -0.1 0.2 0.0
Br 0.2068 6.0558 2.5536 -0.1 -0.2 -0.1
O -1.0600 -3.6181 0.1024 0.1 0.1 0.3
O 0.8842 3.7793 -1.3614 0.0 -0.1 0.1
O 3.2322 7.6004 -1.1419 -1.2 1.2 0.8
O 0.9495 -0.7077 -2.6373 0.0 -0.1 0.2
O -3.8236 -6.5961 2.3549 0.0 0.1 0.0
N -0.6816 1.0101 -0.7246 0.1 0.0 -0.1
N 4.7140 5.9612 -2.0676 -0.4 0.6 0.3
N -0.6976 -5.7367 2.2574 -0.2 0.0 -0.1
C 1.7846 -1.1584 -1.5922 0.0 0.1 -0.1
C 2.9033 6.2266 1.4799 -0.3 -0.1 0.5
C 1.0969 7.2789 0.0465 0.1 -0.5 -0.2
C -0.9830 2.4178 -0.4408 0.0 -0.2 0.2
C 3.9928 6.7664 -1.6159 2.3 -2.2 -1.2
C -1.1010 -2.5810 1.0701 -0.2 0.0 -0.1
C 1.7558 7.1545 -1.3030 -0.8 1.0 -0.1
C 0.0376 -4.5092 0.2412 0.0 -0.2 -0.3
C -1.3953 -6.8862 2.8340 0.2 0.2 0.1
C -0.5009 3.5141 -1.3872 -0.1 0.2 -0.1
C -2.6797 -7.4091 2.1930 0.0 -0.2 0.0
C -0.3637 -5.8421 0.8420 -0.1 0.0 0.3
C -1.0775 0.5260 -2.0415 0.2 0.1 0.2
C -0.4442 -0.8107 -2.3755 -0.2 0.0 -0.3
C -3.8843 -5.4491 1.5290 0.0 0.0 0.1
C 1.7197 2.8649 -2.0368 0.1 0.1 0.0
C 1.4672 6.1541 0.9866 0.7 0.8 0.5
H 0.0404 7.1959 -0.1376 -0.5 0.2 -0.1
H 1.3224 5.2354 0.4613 -0.5 -0.5 -0.2
H -0.6833 -7.7172 2.8850 0.0 -0.1 -0.1
H -2.0696 2.5119 -0.3396 0.0 0.1 -0.1
H -2.9248 -8.3422 2.7054 0.0 0.0 0.0
H -1.4850 -2.9307 2.0346 0.1 0.0 0.1
H -0.6492 -1.5583 -1.6026 0.1 0.0 0.1
H -1.6361 -6.6180 3.8650 0.0 -0.1 0.0
H 2.7811 -1.2983 -2.0081 0.0 0.0 0.0
H -0.5584 2.6339 0.5417 -0.1 0.0 0.0
H 0.3060 0.8561 -0.5912 0.1 0.0 -0.1
H 3.4464 5.3452 1.1921 0.4 -0.3 -0.4
H 1.2708 2.5183 -2.9717 -0.1 -0.1 0.0
H -0.8458 3.3679 -2.4192 0.1 -0.1 0.0
H -2.1666 0.4082 -2.0552 0.0 0.0 -0.1
H -0.8972 -1.1676 -3.3044 0.0 0.0 0.0
H 0.8550 -4.0433 0.7998 -0.1 0.0 0.1
H -1.1999 -6.2263 0.2458 0.0 0.0 -0.1
H -0.9637 4.4429 -1.0461 0.0 0.0 0.0
H 3.3697 7.1204 1.1108 0.4 0.2 -0.2
H 1.8027 6.0849 -1.4731 0.2 -0.4 -0.3
H 1.4357 -2.1142 -1.1867 0.0 0.0 0.0
H -1.2476 -4.9061 2.4147 0.0 0.1 0.0
H -3.3295 -4.6167 1.9669 0.1 0.1 -0.1
H 1.8653 -0.4300 -0.7786 0.0 0.0 0.1
H 2.6518 3.3798 -2.2691 0.0 0.1 0.0
H 0.3986 -4.7044 -0.7726 0.1 0.0 0.0
H 1.9603 2.0064 -1.4023 0.0 -0.1 -0.1
H -0.8056 1.2267 -2.8394 -0.1 0.0 -0.1
H -4.9289 -5.1481 1.4537 0.0 -0.1 0.0
H -0.1171 -2.1289 1.2173 0.0 0.0 0.0
H -2.5455 -7.6711 1.1359 0.0 0.1 0.0
H 0.4726 -6.5406 0.7333 0.0 0.0 0.0
H 2.9451 6.2689 2.5540 0.0 0.1 0.5
H -1.7800 -1.8131 0.7042 0.0 0.0 -0.1
H -3.5090 -5.6517 0.5232 0.1 0.0 0.0

=====

[6]
6
Properties=species:S:1:pos:R:3:forces:R:3 method="wB97M-V/def2-TZVPD" gap_ev=11.6 e_above_lowest_ev=0.325 fmax_ev_per_a=3.829 e_lumo_ev=1.20 smiles="C=CF"
F -1.8058 -0.0430 -0.0257 0.6 -0.5 0.0
C 0.5674 -0.4079 -0.0438 2.5 -1.8 0.8
C -0.5064 0.3043 -0.0117 -1.3 3.6 -0.2
H -0.3777 1.4360 -0.0091 -0.6 -1.5 0.0
H 1.4898 0.2458 0.0697 -1.1 -1.4 -0.4
H 0.6327 -1.5352 0.0207 -0.1 1.6 -0.3

=====

no.,energy (a.u.)
1,-3195.02443
2,-837.70598
3,-770.89382
4,-4766.23252
5,-6357.68945
6,-177.82392